# 1
{"formula": "C7H13NO4S2", "method": "wB97M-V/def2-TZVPD", "symbols": ["C", "C", "C", "C", "C", "C", "C", "N", "O", "O", "O", "O", "S", "S", "H", "H", "H", "H", "H", "H", "H", "H", "H", "H", "H", "H", "H"], "xyz": [[3.034, 1.133, 0.619], [-1.947, 1.077, 2.069], [3.459, -1.347, 0.031], [3.237, -0.085, -0.336], [-2.216, 1.362, 0.811], [-0.026, -0.315, -0.983], [-1.380, -0.215, -1.798], [-0.763, -3.010, -0.379], [-3.858, -0.853, 0.814], [-4.124, 1.024, -0.866], [-0.421, -0.448, 0.318], [-2.454, -0.675, -1.041], [-1.237, -2.090, 0.598], [-3.280, 0.212, -0.034], [2.246, 1.875, 0.256], [2.992, 0.735, 1.632], [-1.269, 1.743, 2.709], [-2.170, 0.225, 2.610], [3.350, -1.593, 1.169], [3.475, -2.062, -0.735], [3.222, -0.001, -1.471], [-2.140, 2.349, 0.546], [0.631, 0.517, -0.999], [0.543, -1.156, -1.224], [-1.586, -0.822, -2.711], [-1.396, 0.874, -2.139], [4.079, 1.546, 0.535]], "forces_ev_per_angstrom": [[1.67, -0.73, -2.12], [2.27, 2.41, 1.12], [-1.22, 1.55, 3.23], [-0.60, -0.05, -0.89], [-1.36, -2.54, 1.96], [-1.77, -0.80, -0.11], [1.20, 1.63, -2.50], [0.05, -1.21, -0.50], [1.34, 2.49, -0.90], [0.06, 0.02, 0.59], [-0.70, -1.53, 2.32], [-0.14, 0.24, 0.58], [1.59, 1.48, 0.37], [-2.55, -0.59, 0.18], [1.11, -1.12, 0.87], [-0.69, 0.34, 0.01], [-1.34, -0.44, -1.18], [-0.67, -1.98, 0.40], [0.51, 0.01, -2.33], [0.42, -1.32, -0.51], [-0.02, 0.73, 1.50], [0.36, 1.95, -1.74], [0.23, 1.15, -0.59], [0.95, -1.52, -1.07], [1.36, 0.43, 0.46], [-0.91, -1.18, 0.60], [-1.16, 0.57, 0.26]], "energy_ev": -38813.544, "homo_energy_ev": -9.81, "e_lumo_ev": -0.5, "e_above_lowest_ev": 2.626, "homo_lumo_gap_ev": 9.315}



# 2
{"formula": "CN4O2S", "method": "wB97M-V/def2-TZVPD", "symbols": ["C", "N", "N", "N", "N", "O", "O", "S"], "xyz": [[0.020, -0.044, 0.101], [-1.329, 0.400, -0.008], [0.502, -1.219, 0.372], [1.790, -1.091, 0.097], [0.965, 0.936, -0.322], [-1.585, 1.544, 0.308], [2.017, 0.307, -0.308], [-2.379, -0.835, -0.241]], "forces_ev_per_angstrom": [[0.87, 5.43, -1.95], [-1.21, -1.81, 1.69], [4.23, 0.66, -1.38], [-1.28, -0.08, 0.87], [-5.18, -1.57, 1.34], [0.17, 0.51, -0.50], [2.70, -3.56, 0.38], [-0.29, 0.42, -0.44]], "energy_ev": -21920.537, "homo_energy_ev": -9.98, "smiles": "[O-][N+](=S)c1nnon1", "e_lumo_ev": -2.0, "e_above_lowest_ev": 1.351, "homo_lumo_gap_ev": 7.985}



# 3
{"formula": "C4H4Br2O", "method": "wB97M-V/def2-TZVPD", "symbols": ["C", "C", "C", "C", "O", "Br", "Br", "H", "H", "H", "H"], "xyz": [[-1.223, 0.047, -2.028], [1.114, 0.311, 2.039], [-0.893, -0.003, -0.748], [1.072, 0.095, 0.750], [-0.074, 0.835, -0.133], [-1.736, -1.328, 0.405], [2.182, -0.930, -0.326], [-1.976, -0.597, -2.440], [-0.758, 0.768, -2.677], [1.890, -0.146, 2.633], [0.402, 0.947, 2.527]], "forces_ev_per_angstrom": [[0.03, 0.01, 0.15], [0.17, 0.00, -0.10], [-0.59, -0.89, -0.06], [-2.51, 1.48, -2.25], [2.96, -1.09, 2.51], [0.14, 0.30, -0.30], [-0.06, 0.03, 0.08], [-0.13, -0.13, 0.03], [0.20, 0.18, -0.04], [0.09, -0.03, -0.02], [-0.30, 0.14, 0.00]], "energy_ev": -146342.840, "homo_energy_ev": -9.30, "smiles": "C=C(Br)OC(=C)Br", "e_lumo_ev": 0.6, "e_above_lowest_ev": 1.010, "homo_lumo_gap_ev": 9.876}